No. 1
Molecular formula: C19H30F3N3O5PtS
Method: DFT, the ωB97M-V functional and the def2-TZVPD basis

```
! RIJCOSX wB97M-V def2-TZVPD def2/J DEFGRID3
* xyz 2 1
C 1.744 -3.067 1.708
C 2.057 -1.970 1.338
C 2.435 -0.642 0.831
S 4.195 -0.829 0.408
O 4.874 0.418 0.350
O 4.170 -1.662 -0.770
C 4.998 -1.824 1.792
F 6.276 -1.511 1.716
F 4.839 -3.114 1.594
F 4.508 -1.444 2.960
C 1.998 0.305 2.033
O 2.678 0.893 2.797
N 0.597 0.278 1.881
C 0.385 0.628 0.447
O -0.865 0.376 -0.075
C -1.815 1.438 0.140
C -3.115 1.118 -0.624
N -4.278 1.477 0.173
C -5.217 0.379 0.422
C -4.751 -0.503 1.601
C -4.349 -1.942 1.176
O -5.831 -0.514 2.519
C 1.571 -0.069 -0.289
C 2.347 1.106 -0.970
C 1.561 1.879 -2.027
C 2.271 3.217 -2.350
C 1.680 4.363 -1.541
C 1.246 -1.053 -1.424
C 0.448 -2.326 -1.098
C -0.681 -2.411 -0.154
N 0.809 -3.360 -1.803
H 1.347 -3.952 2.156
H 0.110 0.922 2.499
H 0.550 1.712 0.395
H -1.415 2.391 -0.217
H -2.059 1.502 1.202
H -3.132 0.066 -0.916
H -3.115 1.705 -1.546
H -4.752 2.285 -0.205
H -5.358 -0.226 -0.481
H -6.187 0.807 0.667
H -3.876 -0.018 2.048
H -5.106 -2.631 1.548
H -3.395 -2.198 1.644
H -4.261 -2.036 0.094
H -5.622 -1.130 3.231
H 3.255 0.736 -1.453
H 2.700 1.813 -0.216
H 1.449 1.310 -2.961
H 0.544 2.124 -1.704
H 3.321 3.112 -2.064
H 2.259 3.426 -3.418
H 2.210 5.295 -1.734
H 0.628 4.532 -1.781
H 1.752 4.180 -0.464
H 0.722 -0.523 -2.251
H 2.308 -1.374 -1.755
H -0.961 -3.446 0.056
H -1.542 -1.954 -0.664
H -0.532 -1.852 0.763
H 0.198 -4.164 -1.632
Pt 1.492 -2.293 -3.330
*
```

Properties
**HOMO energy**: -13.84 eV
**Energy**: -2098.59418 Eh
**Gap between HOMO and LUMO**: 2.006 eV

=====

No. 2
Molecular formula: C11H16Cl3NOPb
Method: DFT, the ωB97M-V functional and the def2-TZVPD basis

```
! RIJCOSX wB97M-V def2-TZVPD def2/J DEFGRID3
* xyz -2 1
C -0.708 0.954 -0.699
C -0.855 -0.475 -0.927
C 0.461 -1.071 -0.925
C -2.100 -1.203 -1.223
C 1.432 -0.028 -0.671
C 0.721 1.229 -0.540
C 1.335 2.558 -0.319
C -1.796 1.951 -0.655
C 0.768 -2.493 -1.176
C 2.894 -0.227 -0.662
Pb 0.016 -0.128 1.347
Cl -3.570 -3.758 1.760
Cl -2.393 -0.449 1.844
Cl 0.423 -2.390 2.035
H -2.974 -0.618 -0.928
H -2.146 -2.167 -0.698
H -2.124 -1.378 -2.303
H -0.016 -3.147 -0.780
H 1.724 -2.780 -0.725
H 0.834 -2.635 -2.261
H 3.179 -1.149 -0.140
H 3.404 0.618 -0.190
H 3.217 -0.303 -1.709
H 2.254 2.489 0.278
H 0.641 3.249 0.173
H 1.589 2.958 -1.310
H -2.714 1.530 -0.227
H -1.990 2.256 -1.692
H -1.516 2.834 -0.069
O -0.452 1.777 2.424
H 0.444 2.027 2.744
N 0.000 -0.014 4.691
C 0.017 -0.017 3.533
*
```

Properties
**HOMO energy**: -0.75 eV
**Energy**: -2132.08684 Eh
**Energy relative to the best compared isomer or geometry (same formula, charge and spin)**: 3.185 eV
**Gap between HOMO and LUMO**: 5.280 eV

=====

No. 3
Molecular formula: C2H8N2S2
Method: DFT, the ωB97M-V functional and the def2-TZVPD basis

```
! RIJCOSX wB97M-V def2-TZVPD def2/J DEFGRID3
* xyz 0 1
H -1.467 -2.539 3.526
N -1.120 -1.793 2.941
C -0.132 -1.996 2.170
N 0.665 -0.933 1.831
H 0.089 -2.938 1.662
H 0.502 -0.049 2.245
H 1.272 -0.977 1.023
C -0.092 2.184 -1.348
S 0.984 1.715 -2.659
S -0.136 0.679 -4.070
H -1.112 1.813 -1.494
H -0.349 3.255 -1.452
H 0.396 2.109 -0.380
H 0.499 -0.530 -3.996
*
```

Properties
**HOMO energy**: -8.84 eV
**Energy**: -986.84986 Eh
**Energy relative to the best compared isomer or geometry (same formula, charge and spin)**: 0.892 eV
**Gap between HOMO and LUMO**: 9.300 eV

=====

No. 4
Molecular formula: CH3Cl5Si2
Method: DFT, the ωB97M-V functional and the def2-TZVPD basis

```
! RIJCOSX wB97M-V def2-TZVPD def2/J DEFGRID3
* xyz 0 3
C 2.791 0.003 -0.050
Si -1.166 1.383 -0.023
Si -1.498 -0.908 0.078
Cl -2.047 2.323 1.547
Cl -1.967 2.182 -1.710
Cl -0.400 -1.589 1.643
Cl -0.710 -1.686 -1.616
Cl -3.351 -1.723 0.302
H 2.163 -0.497 0.654
H 3.088 -0.498 -0.946
H 3.097 1.011 0.118
*
```

Properties
**HOMO energy (spin up / spin down)**: -8.43 / -11.09 eV
**Energy**: -2919.98871 Eh
**Energy relative to the best compared isomer or geometry (same formula, charge and spin)**: 0.000 eV
**⟨S²⟩**: 2.006
**Gap between HOMO and LUMO (spin up / spin down)**: 8.707 / 8.943 eV

=====

No. 5
Molecular formula: C20H27N5O2
Method: DFT, the ωB97M-V functional and the def2-TZVPD basis

```
! RIJCOSX wB97M-V def2-TZVPD def2/J DEFGRID3
* xyz 0 1
C -1.807 -3.564 -1.979
C -2.302 -2.568 -0.932
C -3.826 -2.604 -0.852
C -1.655 -2.889 0.421
C -1.862 -1.800 1.479
N -1.270 -0.545 1.092
C 0.045 -0.237 0.955
N 1.044 -1.107 1.235
C 2.410 -0.623 1.251
C 2.943 -0.472 -0.181
C 4.300 0.169 -0.164
C 4.409 1.550 -0.047
C 5.652 2.155 0.005
C 6.802 1.386 -0.058
C 6.702 0.011 -0.173
C 5.458 -0.593 -0.223
N 0.250 0.991 0.492
C -0.989 1.500 0.318
C -1.963 0.584 0.673
C -3.349 0.890 0.620
O -4.286 0.175 0.941
N -3.570 2.186 0.133
C -4.966 2.579 0.035
C -2.622 3.123 -0.244
O -2.931 4.225 -0.647
N -1.300 2.743 -0.137
C -0.246 3.664 -0.497
H -2.087 -4.577 -1.700
H -0.724 -3.520 -2.077
H -2.245 -3.344 -2.950
H -1.989 -1.563 -1.238
H -4.164 -3.575 -0.495
H -4.254 -2.434 -1.837
H -4.208 -1.835 -0.186
H -0.582 -3.034 0.269
H -2.071 -3.821 0.807
H -2.926 -1.611 1.631
H -1.427 -2.124 2.433
H 0.810 -1.875 1.842
H 2.456 0.354 1.745
H 3.024 -1.333 1.808
H 2.986 -1.454 -0.656
H 2.238 0.156 -0.725
H 3.510 2.147 -0.002
H 5.724 3.230 0.092
H 7.773 1.858 -0.020
H 7.596 -0.594 -0.224
H 5.386 -1.668 -0.315
H -5.420 2.568 1.026
H -5.010 3.577 -0.391
H -5.497 1.868 -0.597
H -0.712 4.597 -0.810
H 0.402 3.833 0.362
H 0.346 3.246 -1.311
*
```

Properties
**HOMO energy**: -7.77 eV
**Energy**: -1202.66796 Eh
**Energy relative to the best compared isomer or geometry (same formula, charge and spin)**: 0.000 eV
**Gap between HOMO and LUMO**: 8.327 eV

=====

No. 6
Molecular formula: C51H88B2BrF3N2O16PS
Method: DFT, the ωB97M-V functional and the def2-TZVPD basis

```
! RIJCOSX wB97M-V def2-TZVPD def2/J DEFGRID3
* xyz 1 1
C 3.365 -4.055 -0.637
B 2.001 -4.172 0.281
O 1.774 -5.478 0.868
C 0.993 -2.906 0.557
C 1.634 -1.740 1.424
C 3.150 -1.878 1.974
O 3.258 -2.358 3.128
O 4.273 -1.459 1.183
B 4.640 -0.100 1.576
N 4.985 0.865 0.478
O 4.664 0.279 2.973
C 0.734 -0.506 1.686
P 1.372 0.993 2.703
O 1.939 2.226 1.657
Br -0.468 1.759 3.849
C -0.697 -0.490 1.087
N -1.204 -1.598 0.309
C -2.608 -1.398 -0.224
O -3.575 -2.207 0.461
C -4.895 -2.044 -0.084
C -5.209 -1.809 -1.601
C -6.649 -1.649 -2.180
C -6.931 -1.370 -3.746
C -7.821 -1.757 -1.145
C -7.518 -2.002 0.367
C -6.076 -2.157 0.959
C -5.739 -2.391 2.504
C -5.071 -3.809 2.840
C -7.058 -2.140 3.410
C -0.482 -2.809 0.002
S -1.095 -4.249 -0.970
O -2.517 -4.191 -1.431
O -0.947 -5.583 -0.257
C -0.059 -4.298 -2.564
F -0.953 -4.432 -3.660
F 0.637 -3.069 -2.766
F 0.808 -5.423 -2.566
H 3.491 -3.026 -1.119
H 3.464 -4.915 -1.387
H 4.239 -4.199 0.115
H 2.193 -6.176 0.315
H 4.126 1.231 0.045
H 5.489 1.657 0.905
H 4.376 1.223 3.067
H 1.940 1.941 0.712
H -1.341 0.435 1.264
H -2.953 -0.306 -0.153
H -2.531 -1.647 -1.353
H -4.350 -1.734 -2.370
H -6.832 -2.315 -4.378
H -7.976 -0.896 -3.801
H -6.189 -0.556 -4.065
H -8.875 -1.652 -1.578
H -8.428 -2.056 1.068
H -4.987 -1.569 2.821
H -4.112 -4.032 2.260
H -4.761 -3.762 3.957
H -5.801 -4.700 2.767
H -7.751 -3.049 3.394
H -6.689 -1.884 4.470
H -7.576 -1.214 2.968
C 5.804 -6.265 5.137
C 4.842 -5.271 4.526
C 5.155 -5.397 3.049
O 5.584 -6.746 2.828
C 5.817 -7.370 4.099
H 5.506 -6.614 6.127
H 6.800 -5.816 5.218
H 3.811 -5.587 4.718
H 4.962 -4.254 4.902
H 5.976 -4.732 2.758
H 4.290 -5.179 2.417
H 5.009 -8.088 4.273
H 6.765 -7.912 4.074
C -0.916 -6.036 -6.773
C -0.039 -4.857 -7.124
C -0.368 -4.642 -8.588
O -1.728 -5.059 -8.772
C -2.158 -5.762 -7.598
H -1.125 -6.125 -5.706
H -0.442 -6.964 -7.109
H -0.344 -3.982 -6.540
H 1.024 -5.032 -6.948
H 0.263 -5.263 -9.233
H -0.259 -3.599 -8.894
H -2.858 -5.115 -7.058
H -2.681 -6.676 -7.887
C -9.669 3.241 -1.607
C -10.796 2.349 -2.076
C -10.041 1.193 -2.702
O -8.802 1.071 -1.991
C -8.629 2.232 -1.166
H -9.956 3.931 -0.811
H -9.286 3.828 -2.448
H -11.372 1.996 -1.214
H -11.483 2.836 -2.770
H -9.806 1.394 -3.753
H -10.593 0.251 -2.644
H -8.785 1.929 -0.125
H -7.609 2.608 -1.270
C -4.522 4.377 -3.105
C -4.808 4.421 -4.589
C -6.253 3.971 -4.645
O -6.870 4.400 -3.421
C -5.843 4.829 -2.516
H -3.683 5.006 -2.801
H -4.307 3.348 -2.798
H -4.722 5.449 -4.954
H -4.143 3.791 -5.184
H -6.329 2.879 -4.693
H -6.791 4.396 -5.494
H -5.894 5.921 -2.446
H -6.027 4.407 -1.525
C 7.511 -1.952 1.237
C 8.395 -3.179 1.243
C 9.602 -2.700 0.459
O 9.720 -1.291 0.700
C 8.526 -0.831 1.344
H 6.774 -1.938 2.043
H 6.977 -1.884 0.283
H 8.688 -3.420 2.270
H 7.926 -4.062 0.806
H 9.460 -2.845 -0.617
H 10.524 -3.203 0.760
H 8.770 -0.615 2.390
H 8.184 0.092 0.869
C 7.693 1.395 6.236
C 8.576 2.562 5.852
C 8.223 2.758 4.391
O 6.855 2.352 4.237
C 6.440 1.670 5.428
H 7.501 1.322 7.308
H 8.152 0.457 5.906
H 8.290 3.448 6.428
H 9.640 2.379 6.012
H 8.837 2.122 3.745
H 8.337 3.795 4.068
H 5.755 2.331 5.971
H 5.904 0.756 5.162
C -8.279 8.480 -7.168
C -8.690 8.535 -5.713
C -8.525 7.091 -5.283
O -7.464 6.541 -6.077
C -7.162 7.455 -7.140
H -7.963 9.443 -7.572
H -9.111 8.109 -7.775
H -7.996 9.174 -5.156
H -9.702 8.913 -5.557
H -9.430 6.510 -5.484
H -8.278 6.995 -4.223
H -6.198 7.925 -6.914
H -7.070 6.908 -8.081
C 9.306 7.037 7.099
C 10.475 6.793 8.026
C 10.993 5.456 7.533
O 10.707 5.391 6.129
C 9.814 6.461 5.792
H 9.020 8.087 7.019
H 8.434 6.470 7.443
H 11.235 7.567 7.876
H 10.203 6.782 9.082
H 10.473 4.624 8.021
H 12.067 5.338 7.695
H 10.383 7.206 5.225
H 9.008 6.082 5.158
*
```

Properties
**HOMO energy**: -10.16 eV
**Energy**: -6971.66924 Eh
**Gap between HOMO and LUMO**: 4.279 eV

=====

No. 7
Molecular formula: C16H32BCl2N4O8Pb
Method: DFT, the ωB97M-V functional and the def2-TZVPD basis

```
! RIJCOSX wB97M-V def2-TZVPD def2/J DEFGRID3
* xyz -1 1
Pb 0.373 -0.331 0.427
Cl -0.569 1.860 -2.282
O 0.145 0.648 -2.656
O -1.692 1.873 -3.176
O -0.898 1.800 -0.944
O 0.246 3.005 -2.550
Cl 2.495 2.326 2.545
O 3.666 2.708 1.807
O 2.807 1.344 3.559
O 1.878 3.412 3.218
O 1.568 1.913 1.572
B 1.804 -1.762 2.220
H 2.818 -1.426 2.067
H 1.726 -2.574 2.926
H 1.204 -0.978 2.656
H 1.348 -2.105 1.304
C -0.814 -2.095 -5.008
C 0.748 -2.246 -4.829
C 1.114 -3.182 -3.715
C 0.809 -2.646 -2.367
N 0.531 -2.278 -1.287
H -1.117 -3.033 -5.474
H -1.046 -1.184 -5.560
H -1.385 -2.053 -4.080
H 1.157 -1.252 -4.643
H 1.113 -2.606 -5.791
H 2.188 -3.335 -3.821
H 0.533 -4.093 -3.863
C -2.468 3.104 4.945
C -2.739 3.583 3.528
C -3.141 2.519 2.505
C -2.110 1.544 2.368
N -1.281 0.780 2.233
H -2.227 3.958 5.578
H -1.578 2.476 4.971
H -3.320 2.588 5.386
H -2.006 4.214 3.025
H -3.687 4.110 3.423
H -3.487 2.832 1.520
H -3.924 1.908 2.955
C 3.606 2.054 -3.880
C 4.733 2.232 -2.906
C 4.255 2.278 -1.452
C 3.499 1.148 -1.036
N 2.831 0.250 -0.703
H 2.931 2.909 -3.856
H 3.097 1.092 -3.814
H 4.049 1.992 -4.875
H 5.279 3.156 -3.096
H 5.499 1.491 -3.134
H 3.745 3.225 -1.274
H 5.025 2.468 -0.704
C -3.251 -2.739 3.474
C -3.606 -3.887 2.549
C -3.413 -3.808 1.082
C -2.614 -2.638 0.689
N -1.871 -1.760 0.456
H -4.060 -2.015 3.380
H -2.263 -2.377 3.191
H -3.295 -2.952 4.542
H -4.614 -4.280 2.681
H -2.925 -4.682 2.851
H -4.360 -3.761 0.543
H -3.058 -4.721 0.603
*
```

Properties
**HOMO energy**: -5.88 eV
**Energy**: -2587.28790 Eh
**Energy relative to the best compared isomer or geometry (same formula, charge and spin)**: 2.402 eV
**Gap between HOMO and LUMO**: 7.991 eV

=====

No. 8
Molecular formula: C4H13BClN3O4Pt
Method: DFT, the ωB97M-V functional and the def2-TZVPD basis

```
! RIJCOSX wB97M-V def2-TZVPD def2/J DEFGRID3
* xyz 0 3
Pt -0.220 0.101 -0.773
N 1.942 -0.151 -0.655
C 2.509 -1.278 0.103
C 2.246 -1.165 1.602
C 0.782 -1.274 2.015
N 0.011 -0.105 1.581
H 2.235 -0.171 -1.626
H 2.294 0.736 -0.302
H 3.589 -1.320 -0.051
H 2.077 -2.203 -0.282
H 2.657 -0.218 1.970
H 2.794 -1.968 2.095
H 0.736 -1.395 3.101
H 0.331 -2.158 1.561
H 0.444 0.766 1.873
H -0.938 -0.121 1.938
O 0.334 3.911 -2.497
Cl 0.453 2.592 -2.018
O -0.532 1.724 -2.631
O 1.763 2.048 -2.266
O 0.224 2.539 -0.569
B -4.811 -0.125 -0.682
C -3.289 -0.257 -0.789
N -2.131 -0.342 -0.851
H -5.145 -0.787 0.273
H -5.332 -0.412 -1.724
H -5.023 1.033 -0.397
*
```

Properties
**HOMO energy (spin up / spin down)**: -9.24 / -9.55 eV
**Energy**: -1229.43866 Eh
**Energy relative to the best compared isomer or geometry (same formula, charge and spin)**: 0.577 eV
**⟨S²⟩**: 2.006
**Gap between HOMO and LUMO (spin up / spin down)**: 9.007 / 6.847 eV